Record 1
{"formula": "CaH18NO12", "method": "ωB97M-V/def2-TZVPD", "e_tot_ha": -1645.6924, "fmax_ha_per_bohr": 0.099, "total_charge": 1, "symbols": ["Ca", "N", "O", "O", "O", "O", "H", "H", "O", "H", "H", "O", "H", "H", "O", "H", "H", "O", "H", "H", "O", "H", "H", "O", "H", "H", "O", "H", "H", "O", "H", "H"], "xyz": [[11.66897, 11.48755, 5.59149], [11.72051, 13.31836, 2.60396], [11.95808, 13.15237, 3.79939], [11.50940, 14.45858, 2.19929], [11.62852, 12.42797, 1.81565], [9.79728, 12.16516, -0.77583], [10.71388, 11.91554, -0.65853], [9.83367, 12.99805, -1.24614], [8.63088, 12.57353, 1.75312], [9.08306, 12.56851, 0.90948], [8.59159, 13.49782, 1.99885], [9.61552, 11.38821, 4.21905], [9.64520, 11.72113, 3.32211], [8.69406, 11.45501, 4.46945], [8.90032, 15.37664, 2.44224], [9.70275, 15.40963, 2.96305], [9.17157, 15.65004, 1.56593], [12.47651, 15.25012, 5.49929], [11.56594, 15.42342, 5.73815], [12.42755, 14.52351, 4.87811], [14.62092, 11.03274, 0.24307], [15.03072, 11.50122, 0.97028], [13.77434, 11.46395, 0.12646], [10.03108, 9.31083, 1.28688], [10.37274, 8.81285, 2.02953], [10.30422, 10.21242, 1.45647], [12.56874, 13.29696, -1.02547], [12.05965, 13.62065, -0.28231], [13.28916, 13.92112, -1.11292], [11.38205, 17.21107, 1.09180], [11.36598, 16.25886, 0.99553], [10.53916, 17.42616, 1.49118]]}

Record 2
{"formula": "C26H62ClN4O12P4S2", "method": "ωB97M-V/def2-TZVPD", "e_tot_ha": -4771.1510, "fmax_ha_per_bohr": 0.147, "total_charge": 1, "symbols": ["C", "C", "C", "C", "O", "C", "C", "C", "C", "N", "O", "N", "C", "S", "P", "N", "C", "S", "C", "O", "C", "C", "C", "N", "P", "O", "Cl", "C", "C", "C", "C", "O", "P", "P", "O", "O", "O", "H", "H", "H", "H", "H", "H", "H", "H", "H", "H", "H", "H", "H", "H", "H", "H", "H", "H", "H", "H", "H", "H", "H", "H", "H", "H", "H", "H", "H", "H", "H", "H", "H", "H", "H", "H", "H", "H", "H", "H", "H", "H", "C", "O", "C", "C", "O", "C", "H", "H", "H", "H", "H", "H", "H", "H", "H", "H", "C", "O", "C", "C", "O", "C", "H", "H", "H", "H", "H", "H", "H", "H", "H", "H"], "xyz": [[5.97195, 0.80975, 2.84880], [4.39104, 1.19204, 2.96593], [3.47831, 0.29911, 1.95107], [2.57340, 1.35562, 1.10684], [1.73645, 0.70634, 0.16312], [1.56997, 1.19694, -1.14628], [2.97085, 1.46501, -1.87757], [4.07063, 0.28149, -1.63131], [4.14853, -0.60653, -2.99365], [3.69115, -2.02894, -2.92236], [4.56010, -0.13296, -4.08361], [0.99189, 0.07659, -1.98141], [-0.30281, -0.45841, -1.48411], [-0.92122, -1.42640, -3.01884], [-0.07040, -1.88320, -0.25716], [-0.02828, -1.51797, 1.29370], [-1.41840, 0.66743, -1.10686], [-2.47389, 0.75822, -2.70139], [-2.56634, 0.09779, -0.09204], [-2.45119, 0.58718, 1.25242], [-2.86682, -0.37098, 2.26034], [-4.02544, 0.29906, 3.18946], [-4.73751, -0.90368, 3.97866], [-0.85779, 1.98846, -0.68722], [-2.01082, 3.35679, -0.46975], [-3.63537, 2.96366, -0.72216], [-2.00127, 3.78870, 1.64324], [0.47602, 2.41231, -1.33725], [1.00031, 3.70150, -0.56459], [0.88057, 5.19138, -1.03946], [-0.25887, 5.78921, -1.93308], [0.17226, 7.13216, -2.35909], [0.34653, 2.56950, -3.25780], [1.77531, 3.90303, -4.15891], [2.25098, 3.17584, -5.44464], [3.18888, 4.27688, -3.30684], [1.12677, 5.39160, -4.75920], [6.13072, -0.23227, 2.40302], [6.47777, 0.82913, 3.86923], [6.49324, 1.54510, 2.13155], [4.03790, 1.10106, 4.05293], [4.33336, 2.31249, 2.70994], [4.22067, -0.26769, 1.30084], [2.83135, -0.44834, 2.53099], [3.29251, 2.16226, 0.75452], [1.90808, 1.85786, 1.91243], [3.51149, 2.41664, -1.55170], [2.91011, 1.51770, -3.02654], [5.11571, 0.72542, -1.50654], [3.76987, -0.44988, -0.81620], [3.63068, -2.27480, -1.91286], [2.70795, -2.10195, -3.24732], [1.62498, -0.73331, -2.01348], [-0.38235, -2.72574, -2.91565], [1.19274, -2.53079, -0.57585], [-1.18895, -2.79149, -0.44525], [-0.14518, -0.49796, 1.35419], [-2.76654, 2.08799, -2.96346], [-2.68768, -1.05001, -0.17897], [-3.61605, 0.45149, -0.43601], [-3.31495, -1.33910, 1.86480], [-1.94268, -0.62611, 2.88891], [-3.57051, 1.09477, 3.86790], [-4.79679, 0.74931, 2.45613], [-4.60869, -1.93013, 3.48116], [-5.87484, -0.74590, 4.06300], [-4.24702, -0.99125, 5.01250], [-0.51757, 1.81477, 0.29893], [-4.15311, 3.70663, -0.31188], [2.13810, 3.55117, -0.40251], [0.61882, 3.63591, 0.53136], [0.86518, 5.83207, -0.07036], [1.88216, 5.52219, -1.51702], [-1.20007, 5.98248, -1.28928], [-0.59709, 5.25561, -2.86479], [-0.49258, 7.78364, -2.03994], [-0.96228, 3.18435, -3.43420], [3.52438, 5.17833, -3.52094], [1.73915, 6.13421, -4.56085], [4.81103, -3.42372, -5.36377], [3.68178, -4.26754, -5.16497], [2.70781, -4.12002, -6.19639], [2.78988, -5.26050, -7.20602], [4.01158, -5.21943, -7.93766], [4.96232, -6.16111, -7.45661], [5.60810, -3.75738, -4.69685], [5.17807, -3.46902, -6.39230], [4.55128, -2.39402, -5.11168], [2.80814, -3.14824, -6.69160], [1.72522, -4.15046, -5.71274], [1.97972, -5.14275, -7.93316], [2.66168, -6.23026, -6.71438], [4.68234, -7.16783, -7.78168], [5.04600, -6.13641, -6.36839], [5.93438, -5.91187, -7.88415], [-8.35375, -2.01326, 9.61940], [-7.47031, -3.07457, 9.28255], [-7.56888, -3.44742, 7.91003], [-6.42184, -2.86276, 7.09250], [-6.50261, -1.44013, 7.02502], [-5.60382, -0.80629, 7.92555], [-8.05695, -1.61943, 10.59304], [-8.31271, -1.20092, 8.88928], [-9.37764, -2.39233, 9.69118], [-8.53840, -3.15335, 7.49426], [-7.50521, -4.53949, 7.87197], [-6.49965, -3.23462, 6.06535], [-5.45318, -3.17991, 7.49205], [-4.58285, -0.87010, 7.53523], [-5.64428, -1.25023, 8.92187], [-5.88479, 0.24505, 8.00338]]}